[1]
This record from OMol25 describes a structure of composition FH8HfO4Pb. The level of theory is ωB97M-V/def2-TZVPD.

The geometry in XYZ format:
```
15
Properties=species:S:1:pos:R:3:forces:R:3
Pb -1.610 -1.001 1.846 0.704 -0.572 1.870
Hf -0.101 -0.566 -2.840 -2.105 3.065 4.630
F -0.513 -0.462 -0.628 1.111 -0.672 -5.680
O -0.986 1.585 -2.424 1.454 -1.827 -0.685
H -1.585 1.824 -1.672 -0.127 -0.146 -0.062
H -0.767 2.453 -2.872 -0.194 -0.155 -0.380
O 0.933 2.484 0.026 -0.038 -0.145 -0.449
H 1.537 3.213 -0.272 -0.059 0.027 0.413
H 0.955 1.804 -0.666 0.371 0.516 0.094
O 0.835 -0.388 2.224 -0.506 -0.275 -0.390
H 1.553 -0.671 2.832 -0.357 0.011 0.221
H 1.291 0.057 1.499 0.209 0.194 0.323
O -0.528 -3.083 1.152 -0.309 0.424 -0.596
H -0.058 -3.889 1.466 -0.088 0.199 0.413
H -0.958 -3.359 0.329 -0.067 -0.645 0.276
```
Positions in Å, forces in eV/Å.

Summary:
- Total charge: +5
- Energy above the lowest of the compared OMol25 structures with the same formula, charge and spin: 3.265 eV
- Frontier orbital gap: 3.204 eV

[2]
This record from OMol25 describes a cluster of 17 separate species, C68H187N17O17 in total. The level of theory is ωB97M-V/def2-TZVPD.

The geometry in XYZ format:
```
289
Properties=species:S:1:pos:R:3:forces:R:3
C 3.076 3.152 0.909 -0.294 1.549 -0.371
C 4.416 3.697 0.334 -0.337 -1.924 -0.172
C 4.577 5.186 -0.047 -0.264 -0.096 -0.148
O 3.749 5.632 -1.128 -0.172 0.139 0.371
C 4.082 6.949 -1.552 0.106 -0.020 -0.579
N 5.420 3.348 1.335 0.493 1.087 0.248
H 3.099 2.115 1.244 0.389 -0.227 -0.637
H 2.260 3.321 0.207 -0.304 -0.132 0.170
H 2.866 3.652 1.855 -0.248 0.522 -0.133
H 4.642 3.056 -0.518 -0.025 0.316 -0.593
H 5.605 5.416 -0.327 0.363 -0.527 0.065
H 4.398 5.786 0.845 -0.338 0.240 0.290
H 4.868 6.971 -2.307 0.669 -0.463 0.177
H 4.381 7.619 -0.745 -0.113 -0.103 0.276
H 3.288 7.426 -2.125 -0.657 -0.352 0.504
H 5.082 3.891 2.116 0.649 0.329 0.586
H 5.230 2.427 1.704 0.120 -0.626 -0.421
C 3.957 3.982 -4.105 0.671 -0.844 -0.721
C 3.407 2.979 -5.113 -0.682 -0.362 0.963
C 4.073 1.607 -4.945 0.623 0.533 -1.021
O 3.760 0.874 -6.105 -0.842 -0.052 -0.556
C 4.192 -0.456 -6.166 0.479 -0.275 -0.117
N 1.970 2.835 -4.880 -0.424 0.103 0.217
H 5.036 3.912 -4.250 0.247 0.455 0.209
H 3.754 3.682 -3.078 -0.337 0.431 -0.033
H 3.634 4.978 -4.408 -0.105 0.056 0.603
H 3.603 3.399 -6.100 0.343 -0.412 -0.326
H 3.814 1.072 -4.032 -0.507 0.087 0.198
H 5.157 1.717 -4.936 0.342 0.307 0.143
H 5.280 -0.523 -6.153 0.169 -0.031 0.269
H 3.888 -0.902 -7.112 -0.265 0.235 -0.007
H 3.759 -1.059 -5.368 0.056 -0.119 0.257
H 1.533 3.745 -4.890 -0.015 0.290 0.253
H 1.453 2.336 -5.590 0.291 -0.374 -0.368
C -1.838 -4.139 -2.576 0.348 -0.457 0.402
C -3.113 -4.293 -1.721 0.254 -0.002 1.044
C -2.948 -3.747 -0.264 -0.945 0.507 -0.443
O -4.142 -4.036 0.511 0.327 -1.151 -0.944
C -4.688 -2.899 1.114 0.774 0.531 0.298
N -4.238 -3.675 -2.409 -0.102 -0.093 0.613
H -1.959 -4.134 -3.659 -0.774 -0.298 0.048
H -1.161 -4.966 -2.360 0.229 0.059 0.110
H -1.286 -3.213 -2.415 -0.040 0.248 0.546
H -3.336 -5.320 -1.432 -0.083 -0.488 -1.141
H -2.853 -2.671 -0.412 0.207 0.361 0.531
H -2.110 -4.139 0.311 0.302 -0.077 -0.278
H -5.052 -2.245 0.322 -0.003 0.590 0.198
H -3.879 -2.481 1.714 -0.142 0.856 -0.105
H -5.481 -3.062 1.844 -0.113 -0.762 -0.345
H -4.185 -2.676 -2.271 0.339 0.192 -0.674
H -5.076 -3.823 -1.865 -0.403 -0.700 0.057
C -2.198 3.739 -9.046 0.290 -1.159 0.353
C -1.663 2.252 -8.886 0.266 1.295 -0.103
C -1.413 1.556 -10.243 -0.977 0.391 0.108
O -2.690 1.338 -10.832 -0.766 0.453 0.339
C -2.723 0.732 -12.109 0.814 -0.116 0.949
N -0.489 2.300 -7.998 -0.614 0.491 -0.390
H -2.317 4.164 -8.049 0.258 0.019 0.059
H -3.172 3.856 -9.521 0.118 -0.449 -0.279
H -1.465 4.323 -9.603 0.053 0.089 0.005
H -2.433 1.666 -8.384 -0.083 -0.069 0.064
H -0.894 0.618 -10.045 0.157 -0.260 -0.181
H -0.845 2.182 -10.930 0.488 0.109 0.064
H -2.296 -0.257 -11.941 0.010 -0.374 -0.723
H -2.119 1.302 -12.815 0.091 -0.024 -0.243
H -3.747 0.656 -12.475 0.044 0.095 0.266
H 0.224 2.963 -8.265 -0.098 0.034 -0.293
H -0.052 1.434 -7.713 -0.048 -0.326 -0.137
C -4.317 -10.434 3.245 -0.369 -1.047 -0.276
C -3.339 -9.425 3.755 0.159 0.608 -1.857
C -3.243 -8.250 2.754 -0.054 -0.275 0.056
O -2.418 -7.277 3.289 1.105 -0.009 1.722
C -2.061 -6.308 2.367 -0.643 0.841 0.309
N -3.714 -9.023 5.072 0.237 0.181 0.574
H -4.513 -11.170 4.025 -0.095 0.037 0.073
H -3.943 -11.006 2.396 0.106 0.162 -0.147
H -5.268 -10.000 2.936 -0.081 0.163 0.111
H -2.340 -9.857 3.694 0.146 -0.137 0.683
H -4.182 -7.739 2.543 -0.680 -0.424 -0.124
H -2.801 -8.577 1.813 -0.149 -0.391 -0.350
H -2.990 -5.948 1.926 0.106 -0.056 -1.037
H -1.293 -6.691 1.695 -0.122 0.276 -0.459
H -1.735 -5.414 2.900 0.595 -0.145 0.195
H -3.114 -8.257 5.345 0.069 0.191 0.224
H -4.645 -8.640 4.999 -0.302 0.103 0.244
C 1.965 -3.427 4.835 0.595 1.633 0.238
C 0.884 -2.313 4.750 -0.527 -1.763 0.295
C 1.406 -0.966 5.166 0.802 0.833 0.729
O 2.139 -0.895 6.403 1.196 0.321 -1.209
C 1.328 -0.864 7.542 -0.245 -2.225 -0.478
N 0.425 -2.284 3.383 -0.672 0.717 -0.165
H 1.629 -4.362 4.387 -0.109 -0.128 0.687
H 2.486 -3.417 5.792 -0.528 -0.852 0.384
H 2.793 -3.100 4.205 0.023 0.169 -0.541
H -0.029 -2.598 5.273 0.175 -0.073 0.754
H 0.737 -0.116 5.302 -0.956 -0.395 -0.830
H 2.071 -0.727 4.336 0.426 0.377 0.317
H 0.904 -1.869 7.538 -0.707 -0.210 0.637
H 0.479 -0.183 7.477 0.290 0.596 0.257
H 1.965 -0.860 8.426 -0.161 0.793 -0.077
H 1.195 -2.210 2.734 0.295 -0.245 -0.435
H 0.005 -3.183 3.194 -0.130 -0.057 -0.269
C 4.368 -0.139 -0.302 -0.060 0.118 1.732
C 4.908 -1.088 0.836 2.113 0.347 -0.173
C 4.413 -0.847 2.279 -1.040 -0.545 -1.129
O 4.846 0.375 2.839 0.838 -0.271 -1.167
C 4.324 0.699 4.085 -1.292 0.249 0.675
N 4.753 -2.481 0.424 -1.004 -0.322 -0.244
H 4.266 0.869 0.101 0.209 0.035 0.152
H 3.343 -0.389 -0.579 0.110 -0.437 -0.112
H 4.999 -0.007 -1.181 0.110 -0.574 0.063
H 5.988 -1.024 0.972 0.418 1.199 -0.418
H 4.694 -1.720 2.868 0.401 0.012 0.346
H 3.339 -0.967 2.139 -0.754 0.644 0.718
H 4.704 1.626 4.516 0.743 -0.023 -0.529
H 4.427 -0.075 4.846 0.130 -0.309 -0.071
H 3.262 0.917 3.975 -0.398 -0.164 0.074
H 5.236 -3.184 0.964 0.144 0.303 0.638
H 5.149 -2.598 -0.498 -0.320 -0.078 -0.400
C -6.519 2.066 8.204 0.686 -0.637 -0.918
C -6.851 3.504 7.767 0.470 -2.048 0.180
C -7.558 3.549 6.384 1.162 0.367 -0.266
O -6.816 2.902 5.321 -0.600 0.305 0.223
C -5.553 3.506 5.007 -0.293 -0.716 0.783
N -7.603 4.057 8.860 -1.573 0.984 -0.219
H -7.371 1.452 8.497 -0.612 0.453 -0.119
H -5.843 1.945 9.051 0.238 0.564 -0.056
H -6.107 1.509 7.362 0.332 -0.017 -0.062
H -5.962 4.127 7.671 0.311 -0.310 -0.042
H -7.624 4.611 6.149 -0.174 0.324 -0.198
H -8.581 3.172 6.374 0.149 -0.462 0.124
H -4.943 3.412 5.905 0.432 0.381 -0.225
H -5.619 4.541 4.670 -0.257 0.160 0.137
H -5.072 2.926 4.220 -0.241 -0.106 0.034
H -8.360 4.531 8.389 -0.330 1.097 0.314
H -8.144 3.336 9.316 0.259 -0.456 0.269
C -6.558 0.348 2.624 1.478 1.030 -1.312
C -6.777 -0.633 3.709 -0.607 0.202 0.375
C -5.568 -0.751 4.635 -0.157 -1.552 -0.805
O -4.603 -1.461 3.872 -1.159 0.623 -0.537
C -3.569 -1.951 4.615 1.767 -0.030 -0.146
N -7.966 -0.198 4.420 -0.141 0.067 0.212
H -5.606 0.171 2.123 0.254 -0.283 -0.002
H -6.433 1.349 3.037 -0.365 0.250 0.062
H -7.268 0.364 1.797 -0.450 -0.086 0.431
H -6.979 -1.577 3.202 0.196 -0.441 0.505
H -5.825 -1.375 5.490 -0.293 -0.108 0.303
H -5.152 0.168 5.048 -0.149 0.487 -0.320
H -3.694 -2.955 5.020 -0.529 -0.051 0.393
H -3.293 -1.218 5.374 0.258 -0.258 0.393
H -2.734 -2.039 3.919 0.404 0.003 0.090
H -7.785 0.774 4.630 -0.318 0.430 0.230
H -8.038 -0.660 5.315 -0.131 -0.227 0.159
C 7.845 -4.457 -1.533 -0.369 0.878 -0.140
C 7.047 -3.349 -2.257 1.050 -0.325 -1.182
C 7.519 -3.097 -3.726 -0.918 0.216 0.755
O 6.744 -2.009 -4.376 -0.219 -1.098 0.752
C 6.757 -0.745 -3.720 1.671 0.383 0.526
N 5.620 -3.658 -2.272 -0.239 0.703 -0.313
H 8.928 -4.382 -1.635 -0.028 0.152 -0.270
H 7.521 -5.433 -1.894 0.018 -0.059 0.181
H 7.641 -4.325 -0.471 -0.124 -0.465 0.051
H 7.191 -2.386 -1.767 -0.110 -0.157 0.513
H 7.286 -4.036 -4.229 -0.219 0.293 -0.635
H 8.603 -2.994 -3.788 0.075 0.696 -0.059
H 6.550 -0.688 -2.651 -0.175 -0.855 0.231
H 6.106 0.048 -4.090 -0.185 -0.802 -0.916
H 7.782 -0.385 -3.808 0.154 0.447 0.020
H 5.306 -3.050 -3.015 -0.727 0.846 0.053
H 5.388 -4.521 -2.743 0.560 -0.903 0.371
C -0.760 -1.479 -7.216 -0.332 0.153 0.605
C 0.091 -0.917 -6.068 -0.216 0.297 0.759
C 0.744 -1.980 -5.172 1.074 -0.142 -1.463
O 1.616 -2.790 -5.956 -0.013 0.010 -0.134
C 2.364 -3.741 -5.206 -0.598 0.304 -1.199
N 0.996 0.054 -6.739 -0.433 -1.583 -0.052
H -1.380 -0.682 -7.627 0.262 0.190 -0.197
H -1.491 -2.226 -6.907 0.309 -0.315 0.147
H -0.094 -1.870 -7.985 -0.217 -0.194 -0.078
H -0.546 -0.418 -5.339 -0.311 0.488 -0.153
H -0.036 -2.600 -4.730 -0.040 0.014 0.435
H 1.422 -1.512 -4.459 -0.512 0.333 0.715
H 2.977 -4.217 -5.972 0.086 -0.302 0.285
H 1.661 -4.451 -4.770 0.250 -0.209 0.349
H 3.021 -3.284 -4.466 -0.088 0.146 0.290
H 1.336 -0.618 -7.412 0.703 0.506 -0.925
H 1.849 0.318 -6.265 -0.034 0.108 0.763
C 7.517 4.971 4.439 -1.603 -0.688 -1.081
C 6.650 5.993 3.602 1.616 -0.234 0.875
C 5.156 6.035 3.851 0.952 -0.819 0.535
O 4.643 4.710 3.722 -1.153 0.270 0.997
C 3.325 4.714 4.286 -0.302 -0.233 -0.530
N 7.255 7.278 3.964 -0.415 0.794 -0.589
H 7.193 3.962 4.186 0.287 -0.149 -0.256
H 7.403 4.989 5.523 -0.141 0.749 -0.007
H 8.566 5.102 4.173 -0.063 -0.078 0.011
H 6.795 5.872 2.529 0.150 -0.856 -0.082
H 4.645 6.682 3.138 -0.025 0.289 -0.005
H 5.028 6.399 4.871 -0.321 0.128 0.111
H 2.729 3.830 4.058 0.631 -0.461 -0.285
H 2.747 5.509 3.815 -0.061 0.399 0.324
H 3.325 4.778 5.374 0.247 0.400 0.057
H 8.258 7.154 3.938 0.209 -0.075 0.303
H 7.112 7.854 3.148 -0.204 0.786 0.064
C -1.946 2.877 -5.085 0.249 0.028 1.177
C -2.313 3.903 -3.990 -0.704 -1.087 0.484
C -1.423 3.840 -2.731 0.989 1.240 -1.363
O -1.693 4.865 -1.751 -0.166 -1.840 -0.906
C -0.922 4.696 -0.563 -1.065 1.385 0.138
N -2.270 5.253 -4.538 0.296 0.102 0.774
H -1.093 3.232 -5.663 -0.579 0.037 -0.527
H -2.880 2.629 -5.590 0.333 0.433 -0.869
H -1.641 1.897 -4.718 0.155 -0.035 0.585
H -3.310 3.605 -3.667 -0.529 0.220 0.163
H -0.473 4.090 -3.202 0.811 -0.157 0.397
H -1.331 2.841 -2.305 -0.358 -0.052 0.152
H 0.084 5.105 -0.658 0.202 -0.240 -0.164
H -0.920 3.709 -0.101 -0.030 -0.255 -0.374
H -1.501 5.358 0.082 0.487 -0.062 0.649
H -2.472 5.827 -3.732 0.076 0.644 -0.017
H -2.991 5.459 -5.214 -0.127 -0.379 -0.151
C -3.082 -0.544 -3.568 1.379 0.150 -1.265
C -3.986 -0.419 -2.413 0.947 1.730 0.452
C -4.019 1.092 -1.962 -0.226 -2.293 1.400
O -4.689 1.060 -0.674 0.342 1.136 -1.021
C -4.838 2.375 -0.148 -0.344 -0.183 0.107
N -5.248 -0.907 -2.763 -2.009 -0.193 -0.054
H -2.867 -1.575 -3.849 0.191 -0.086 0.328
H -2.185 0.024 -3.322 0.492 -0.370 -0.246
H -3.438 -0.109 -4.502 -0.473 0.329 0.072
H -3.600 -1.074 -1.632 0.228 0.523 0.562
H -4.562 1.654 -2.722 -0.192 0.280 0.052
H -3.009 1.484 -1.843 0.073 0.191 0.050
H -5.466 3.013 -0.770 -0.210 -0.095 -0.298
H -3.896 2.915 -0.044 0.367 -0.188 0.095
H -5.329 2.291 0.822 0.137 -0.068 0.030
H -5.854 -0.814 -1.960 -0.373 -0.065 0.179
H -5.619 -0.268 -3.451 -0.381 -0.143 -0.401
C -2.162 0.114 1.310 -0.895 -0.670 -1.307
C -0.786 -0.314 0.766 0.202 1.468 -0.262
C -0.362 0.335 -0.611 -0.297 -1.083 1.456
O 0.944 -0.110 -1.024 -0.856 -0.348 0.143
C 1.434 0.640 -2.131 -0.238 0.151 0.419
N 0.091 0.191 1.818 0.711 -0.223 -0.046
H -2.303 -0.303 2.308 0.262 0.316 0.178
H -3.019 -0.275 0.760 0.062 -0.365 -0.386
H -2.370 1.183 1.270 0.562 0.210 0.342
H -0.751 -1.403 0.728 0.039 -0.257 -0.381
H -0.361 1.412 -0.442 0.022 0.263 -0.194
H -1.134 0.041 -1.323 0.082 0.147 -0.470
H 0.755 0.648 -2.983 -0.340 0.104 0.032
H 2.362 0.207 -2.505 0.062 -0.062 0.376
H 1.592 1.652 -1.757 0.206 0.301 -0.490
H 1.062 0.183 1.540 0.344 0.080 -0.477
H 0.063 -0.550 2.505 -0.106 -0.017 0.765
C -2.466 3.835 3.176 -0.249 1.026 0.812
C -1.187 3.268 3.802 -0.205 0.345 -0.379
C -1.562 2.072 4.667 -0.057 -0.221 -1.029
O -2.391 2.514 5.686 0.293 0.870 1.777
C -2.794 1.536 6.641 -0.495 0.475 -1.419
N -0.247 2.996 2.723 -0.334 -0.512 0.154
H -3.090 4.236 3.975 -0.038 0.113 0.082
H -3.120 3.126 2.669 0.426 -0.510 -0.125
H -2.285 4.660 2.486 0.290 -0.081 -0.016
H -0.660 3.945 4.475 -0.517 0.615 0.069
H -0.640 1.580 4.976 0.068 -0.214 0.491
H -2.152 1.388 4.057 0.153 -0.575 -0.325
H -3.500 2.017 7.319 0.171 -0.001 0.069
H -1.982 1.063 7.194 0.174 0.020 -0.095
H -3.346 0.832 6.018 -0.082 -0.731 0.572
H 0.641 2.694 3.099 0.404 0.147 0.263
H -0.568 2.116 2.345 0.113 -0.333 -0.786
C 1.998 -3.900 -1.362 -0.424 -0.503 -0.684
C 1.252 -3.908 -0.024 2.228 0.380 0.767
C 1.527 -5.233 0.836 -0.056 1.162 -0.972
O 1.149 -6.399 0.136 -0.860 0.549 -0.095
C 1.404 -7.597 0.811 0.573 -0.590 -0.363
N 1.793 -2.732 0.773 -0.893 -0.848 0.120
H 1.821 -2.984 -1.925 -0.583 0.197 0.073
H 1.652 -4.735 -1.971 0.077 -0.097 -0.212
H 3.087 -3.908 -1.342 0.062 -0.428 0.736
H 0.188 -3.758 -0.210 -0.051 -0.177 0.209
H 1.011 -5.136 1.791 -0.289 -0.076 0.167
H 2.590 -5.323 1.057 0.360 0.388 0.039
H 0.912 -8.400 0.262 -0.230 0.101 0.086
H 1.123 -7.643 1.863 -0.391 0.364 0.112
H 2.466 -7.840 0.772 0.378 0.081 0.071
H 1.575 -1.865 0.303 -0.780 0.159 -0.382
H 2.796 -2.707 0.664 0.632 -0.668 0.048
```
Positions in Å, forces in eV/Å.

Summary:
- Total charge: 0
- Energy above the lowest of the compared OMol25 structures with the same formula, charge and spin: 5.244 eV
- Frontier orbital gap: 8.876 eV